(1)
11
Properties=species:S:1:pos:R:3:nbo_charge:R:1 method="wB97M-V/def2-TZVPD" relative_energy_kcal_mol=31.2 gap_ev=9.44 lumo_ev=0.89
S -0.501 -2.667 -0.539 0.11
N -0.069 -1.872 0.917 -0.60
N 0.023 0.206 -0.230 -0.63
N 0.035 2.325 -1.222 -0.66
C 0.198 1.615 -0.188 0.29
C 0.135 -0.608 0.855 0.25
H -0.629 -3.894 -0.037 0.13
H 0.546 1.906 0.810 0.16
H -0.237 -0.228 -1.116 0.42
H 0.165 3.320 -1.053 0.36
H 0.334 -0.102 1.803 0.18

(2)
67
Properties=species:S:1:pos:R:3:mulliken_charge:R:1 method="wB97M-V/def2-TZVPD" total_charge=+1 relative_energy_kcal_mol=9.4 gap_ev=6.15 lumo_ev=-2.28
Ba 0.206 -1.045 -0.058 1.61
Br -2.777 -1.725 1.692 -0.18
F -5.688 4.038 -1.681 -0.35
O -1.878 -4.821 5.702 -0.51
N 1.768 -1.236 -2.199 0.15
N -0.554 1.562 0.901 0.55
N -0.371 -2.912 2.358 0.07
N 2.012 0.443 1.692 -0.20
N -0.264 0.565 -2.093 -0.29
N 3.492 -1.516 0.066 -0.23
C -2.181 -3.418 3.863 -0.53
C 0.988 0.803 2.678 -0.74
C -0.020 -4.377 4.230 -0.77
C -2.113 3.256 -2.085 -0.07
C 2.250 -0.790 -4.564 -1.70
C -1.854 2.154 -3.181 0.13
C 0.130 1.343 -4.349 -0.69
C -3.324 1.563 -0.605 -1.10
C -1.256 2.452 0.312 -0.58
C 0.405 0.370 -3.310 -0.61
C 1.456 -0.555 -3.304 1.11
C 3.185 -2.634 -0.807 -0.62
C 3.120 -0.384 2.207 -1.21
C 2.899 -2.148 -2.223 -0.95
C -4.469 2.171 -0.902 -0.55
C -3.403 4.002 -2.139 -0.96
C -1.967 2.129 -0.978 3.12
C -1.272 1.336 -2.071 -0.90
C -4.483 3.445 -1.612 0.64
C -0.852 2.259 -4.283 -1.43
C -1.458 3.841 0.855 -1.87
C 0.099 1.921 2.157 -1.08
C 0.410 -3.707 3.106 -0.63
C -1.628 -2.809 2.761 0.17
C 3.208 -1.710 1.468 -0.25
C -1.349 -4.232 4.627 0.97
H 0.667 -5.004 4.784 0.32
H 2.300 -3.199 -0.441 0.13
H 2.322 -1.859 -4.768 0.42
H -0.954 3.022 -5.044 0.41
H -0.511 4.387 0.849 0.41
H -1.254 3.928 -2.046 0.66
H 1.805 -0.316 -5.432 0.40
H 3.984 -2.331 1.925 0.48
H -1.232 -5.370 6.163 0.32
H 4.005 -3.355 -0.835 0.41
H 3.810 -1.671 -2.606 0.42
H 0.709 2.822 2.018 0.53
H -0.641 2.160 2.927 0.41
H 2.251 -2.250 1.626 -0.08
H 1.429 1.129 3.627 0.48
H -2.831 1.778 -3.513 0.35
H -3.463 4.958 -2.643 0.42
H 4.068 0.147 2.101 0.36
H 0.805 1.392 -5.193 0.24
H -5.424 1.753 -0.609 0.52
H 0.382 -0.086 2.900 0.23
H -3.323 0.638 -0.039 0.09
H -1.801 3.804 1.890 0.53
H -2.184 4.398 0.267 0.34
H 3.063 -0.674 -0.302 0.34
H -3.219 -3.286 4.129 0.46
H 3.268 -0.413 -4.446 0.34
H 1.436 -3.816 2.780 0.40
H 2.973 -0.582 3.271 0.52
H 2.717 -3.030 -2.849 0.45
H 2.378 1.292 1.279 0.15

(3)
187
Properties=species:S:1:pos:R:3:mulliken_charge:R:1 method="wB97M-V/def2-TZVPD" total_charge=+3 gap_ev=1.16 lumo_ev=-5.14
F 20.636 -9.630 -23.889 -0.27
F 19.348 -8.940 -22.463 -0.32
F 20.672 -15.154 -10.576 -0.27
F 18.767 -15.171 -9.628 -0.30
F 21.362 -8.636 -22.111 -0.29
F 19.131 -16.528 -11.205 -0.29
O 19.433 -17.844 -8.706 -0.25
O 19.784 -12.026 -22.432 -0.93
O 21.386 -17.864 -9.821 -0.89
O 15.305 -16.753 -19.140 -0.34
O 20.095 -10.870 -20.453 -0.16
N 24.403 -18.866 -25.750 0.42
N 18.721 -1.276 -26.857 0.34
N 17.267 -16.321 -20.250 -0.16
N 23.464 -1.093 -15.402 0.48
N 14.441 -14.798 -28.633 -0.03
C 25.487 -15.167 -26.671 -1.38
C 25.150 -18.778 -21.815 -0.70
C 18.875 -0.047 -27.757 -1.14
C 20.438 -10.952 -21.841 -0.08
C 24.450 -0.199 -14.554 -0.61
C 25.138 -3.065 -15.652 -0.47
C 15.622 -14.406 -19.537 -0.96
C 22.274 -2.905 -27.251 -1.56
C 17.349 -1.964 -26.912 -0.72
C 24.867 -20.377 -27.678 -0.94
C 18.251 -19.009 -6.966 -1.17
C 25.677 -4.157 -16.518 -0.28
C 18.728 -0.837 -25.363 -0.74
C 24.577 -16.234 -26.038 -0.12
C 24.570 1.212 -15.194 -0.80
C 14.664 -14.148 -30.047 -0.55
C 13.238 -16.622 -27.158 -0.47
C 11.911 -17.312 -26.976 -0.87
C 24.313 -1.964 -16.320 -1.03
C 24.168 -19.018 -24.116 -1.03
C 20.518 -9.557 -22.617 0.74
C 13.244 -15.783 -28.431 -0.78
C 24.887 -17.269 -21.608 -1.13
C 20.565 -3.528 -14.326 -1.45
C 13.222 -12.988 -27.167 -0.49
C 25.373 -19.221 -23.267 -0.26
C 19.843 -2.378 -26.973 -0.96
C 18.778 -17.621 -7.431 -0.19
C 21.552 -2.745 -15.228 -0.15
C 17.128 -2.698 -25.542 -0.61
C 23.513 -19.703 -27.885 -0.39
C 15.910 -15.897 -19.600 0.45
C 11.584 -18.637 -27.704 -1.09
C 21.270 -1.909 -26.700 -0.30
C 23.790 1.104 -16.490 -0.66
C 15.812 -15.634 -28.706 -0.64
C 22.792 0.018 -16.271 -0.62
C 18.918 -0.415 -29.252 -0.26
C 25.050 -20.294 -26.182 -0.72
C 13.487 -11.816 -26.198 -1.46
C 26.683 -4.993 -15.821 -1.44
C 25.324 -17.652 -26.030 -0.69
C 20.968 -10.229 -19.548 -0.23
C 20.459 -16.977 -9.238 -0.16
C 19.347 0.785 -30.089 -0.51
C 19.716 -15.957 -10.153 0.79
C 23.151 -18.957 -26.577 -0.86
C 19.435 0.562 -31.595 -1.32
C 16.096 -13.734 -30.036 -0.72
C 14.475 -13.743 -27.490 -0.96
C 22.573 -1.890 -14.465 -1.03
C 18.109 -1.990 -24.613 -0.67
C 20.264 -10.223 -18.176 -1.12
C 18.133 -17.076 -19.249 -0.80
C 16.931 -14.693 -29.158 -0.56
H 18.120 -18.876 -5.892 0.36
H 22.069 -3.520 -15.795 0.22
H 24.327 -19.307 -21.334 0.37
H 16.296 -12.692 -29.787 0.33
H 12.454 -15.043 -28.551 0.42
H 17.369 -19.439 -7.441 0.29
H 21.471 -0.951 -27.180 0.31
H 23.361 2.095 -16.637 0.40
H 13.918 -12.045 -25.224 0.35
H 17.998 -18.154 -19.340 0.33
H 17.786 -15.571 -20.683 0.41
H 19.782 0.462 -27.432 0.40
H 26.072 -18.991 -21.275 0.37
H 25.010 -14.217 -26.910 0.38
H 24.543 -21.109 -25.666 0.51
H 18.144 0.690 -27.424 0.57
H 25.998 -3.699 -17.453 0.33
H 25.541 -17.860 -27.078 0.40
H 11.586 -19.463 -26.992 0.32
H 15.757 -16.445 -29.432 0.45
H 20.223 -0.136 -31.873 0.32
H 25.755 -16.615 -21.694 0.33
H 15.342 -13.116 -27.699 0.56
H 22.226 -3.805 -26.637 0.38
H 14.763 -14.371 -26.647 0.57
H 20.921 -2.179 -15.913 0.35
H 25.238 -0.828 -14.139 0.50
H 15.860 -14.103 -20.557 0.38
H 21.196 -4.063 -13.616 0.37
H 14.283 -14.690 -30.913 0.47
H 17.671 -15.192 -29.784 0.33
H 25.596 1.538 -15.363 0.32
H 21.995 0.562 -15.765 0.42
H 13.497 -16.102 -26.236 0.37
H 14.583 -14.388 -19.209 0.32
H 26.446 -5.501 -14.887 0.37
H 19.554 -17.273 -6.748 0.32
H 16.400 -13.832 -31.078 0.36
H 24.290 -16.860 -22.423 0.27
H 14.050 -17.341 -27.270 0.41
H 19.563 1.442 -32.226 0.38
H 22.367 -19.519 -26.070 0.40
H 11.119 -16.580 -27.131 0.40
H 25.785 -15.519 -27.659 0.36
H 26.376 -14.974 -26.069 0.35
H 17.140 -17.013 -20.974 0.33
H 17.518 -1.548 -23.811 0.35
H 16.086 -2.676 -25.225 0.40
H 23.710 -16.262 -26.698 0.23
H 19.681 -1.173 -29.429 0.19
H 16.016 -15.980 -27.693 0.46
H 24.178 2.024 -14.580 0.40
H 23.201 -2.341 -27.346 0.41
H 24.399 -3.503 -14.981 0.19
H 19.707 -2.968 -27.879 0.52
H 16.621 -1.154 -26.939 0.43
H 21.492 -11.216 -21.932 0.18
H 24.886 -1.251 -16.913 0.60
H 12.486 -11.412 -26.043 0.41
H 20.350 0.930 -29.689 0.34
H 18.004 -0.821 -29.685 0.44
H 13.494 -16.303 -29.356 0.45
H 23.378 -19.746 -23.933 0.40
H 25.643 -20.273 -23.363 0.37
H 22.464 -0.347 -17.244 0.34
H 19.197 -16.963 -19.458 0.39
H 26.044 -20.446 -25.762 0.48
H 23.575 -18.106 -24.053 0.55
H 18.420 0.285 -31.880 0.33
H 18.013 -16.664 -18.247 0.33
H 21.202 -9.214 -19.870 0.27
H 14.096 -10.987 -26.559 0.37
H 22.177 -3.174 -28.303 0.37
H 24.275 -16.095 -25.000 0.27
H 26.965 -5.861 -16.417 0.37
H 24.657 -17.055 -20.564 0.37
H 24.497 0.907 -17.296 0.32
H 18.682 1.619 -29.866 0.33
H 12.352 -18.814 -28.457 0.34
H 16.323 -13.930 -18.852 0.33
H 25.668 -19.751 -28.072 0.33
H 25.011 -21.428 -27.929 0.43
H 12.551 -13.708 -26.697 0.30
H 20.944 -16.528 -8.371 0.24
H 20.439 -11.241 -17.828 0.24
H 19.840 -4.186 -14.805 0.36
H 25.927 -2.563 -15.092 0.36
H 18.257 0.139 -25.252 0.53
H 11.770 -17.539 -25.919 0.45
H 18.972 -19.823 -7.033 0.31
H 17.924 -16.972 -7.623 0.21
H 23.541 -2.348 -16.987 0.36
H 23.771 -19.025 -28.698 0.24
H 26.201 -18.594 -23.596 0.19
H 26.224 -17.568 -25.420 0.39
H 24.822 -4.832 -16.544 0.26
H 21.596 -1.831 -25.663 0.33
H 18.886 -2.577 -24.124 0.35
H 19.206 -9.965 -18.224 0.31
H 21.937 -10.710 -19.416 0.31
H 10.654 -18.482 -28.249 0.29
H 17.399 -3.752 -25.593 0.28
H 19.972 -2.905 -13.657 0.36
H 12.546 -12.678 -27.964 0.46
H 19.771 -0.653 -25.104 0.42
H 13.988 -13.294 -30.095 0.40
H 17.172 -2.529 -27.827 0.43
H 21.984 -1.138 -13.938 0.53
H 22.611 -18.012 -26.620 0.44
H 17.424 -14.135 -28.361 0.34
H 20.973 -9.554 -17.688 0.35
H 27.522 -4.405 -15.449 0.37
H 23.292 -2.353 -13.788 0.61
H 19.647 -3.203 -26.288 0.61
H 22.691 -20.343 -28.205 0.38
H 23.961 0.084 -13.622 0.33

| no. | HOMO level (eV) |
| --- | --- |
| 1 | -8.5 |
| 2 | -8.4 |
| 3 | -6.3 |